# C16H40B2MgO8S4

A molecular structure, C16H40B2MgO8S4 (ωB97M-V with the def2-TZVPD basis set, OMol25).

XYZ file:
```
71
Properties=species:S:1:pos:R:3
Mg 1.243 -1.435 -1.193
B -0.723 -4.695 -2.266
H -0.968 -5.745 -2.220
H -0.122 -4.627 -3.160
H -1.610 -4.139 -2.527
H -0.185 -4.318 -1.410
B 4.079 -1.865 -2.561
H 3.193 -1.959 -3.170
H 4.950 -1.767 -3.189
H 3.911 -1.036 -1.891
H 4.097 -2.747 -1.940
C 0.163 -6.326 5.101
C -0.797 -5.125 5.155
C -0.038 -3.850 5.430
S 1.490 -4.005 4.219
O 2.682 -3.579 4.925
O 1.198 -3.345 2.995
C 1.404 -5.870 4.138
H -0.372 -7.202 4.736
H 0.536 -6.510 6.109
H -1.586 -5.303 5.886
H -1.226 -5.194 4.155
H 0.412 -3.798 6.421
H -0.595 -2.946 5.182
H 2.181 -6.314 4.761
H 1.410 -6.264 3.122
C 5.069 3.067 2.461
C 4.511 2.752 3.872
C 2.991 2.740 3.795
S 2.540 3.302 2.095
O 1.287 4.110 2.051
O 2.508 2.084 1.251
C 4.184 4.014 1.652
H 5.309 2.172 1.888
H 6.089 3.408 2.640
H 4.773 3.639 4.449
H 4.844 1.903 4.469
H 2.728 3.509 4.521
H 2.497 1.786 3.976
H 4.234 5.062 1.948
H 4.406 3.943 0.587
C -6.647 1.665 0.829
C -6.902 0.846 -0.482
C -5.994 -0.470 -0.528
S -4.660 -0.148 0.734
O -3.327 -0.327 0.126
O -5.098 -1.032 1.839
C -5.125 1.599 1.075
H -7.178 1.186 1.651
H -7.037 2.682 0.779
H -6.590 1.495 -1.300
H -7.954 0.646 -0.687
H -5.392 -0.418 -1.435
H -6.510 -1.410 -0.336
H -4.665 2.287 0.365
H -4.878 1.785 2.120
C 0.657 3.760 -7.520
C 0.619 4.767 -6.385
C 0.899 4.006 -5.118
S -0.347 2.584 -5.105
O -1.704 3.102 -4.801
O 0.178 1.408 -4.397
C -0.112 2.473 -7.004
H 1.626 3.332 -7.776
H 0.353 4.100 -8.510
H -0.356 5.248 -6.465
H 1.469 5.433 -6.536
H 0.818 4.480 -4.140
H 1.868 3.511 -5.178
H -1.151 2.346 -7.307
H 0.441 1.534 -6.972
```

Output
ΔE to the lowest compared entry with this formula, charge and spin   286.3 kcal/mol
Net charge   0
Spin multiplicity   1
HOMO-LUMO gap   0.1467 Eh
HOMO energy   -8.1 eV

=====

# C16H40F2K2NO12S2

A molecular structure, C16H40F2K2NO12S2 (ωB97M-V with the def2-TZVPD basis set, OMol25).

XYZ file:
```
75
Properties=species:S:1:pos:R:3
K -2.346 4.275 0.635
K 0.634 5.067 -1.495
N 0.165 3.237 0.562
S -0.070 1.597 0.269
O -0.297 0.726 1.427
O 0.562 0.990 -0.900
F -1.690 1.747 -0.280
S 1.271 2.977 1.491
O 2.483 2.480 0.946
O 0.989 2.766 2.906
F 1.607 4.570 1.401
C 0.928 -0.181 -4.252
O 1.915 -0.988 -4.845
C 1.247 -1.935 -5.723
C 2.198 -3.097 -5.981
O 1.946 -4.294 -5.236
C 2.143 -4.118 -3.788
H 1.449 0.378 -3.475
H 0.143 -0.681 -3.685
H 0.453 0.441 -5.012
H 0.937 -1.514 -6.679
H 0.351 -2.460 -5.390
H 3.212 -2.749 -5.783
H 2.230 -3.363 -7.038
H 1.176 -3.789 -3.408
H 2.843 -3.326 -3.523
H 2.466 -5.106 -3.459
C 6.469 -1.292 -3.956
O 5.903 -0.658 -2.904
C 4.501 -0.205 -3.057
C 3.784 0.117 -1.707
O 3.618 -1.017 -0.858
C 2.399 -1.271 -0.270
H 7.470 -1.666 -3.743
H 6.553 -0.534 -4.735
H 5.880 -2.161 -4.249
H 3.929 -1.017 -3.506
H 4.524 0.610 -3.780
H 2.862 0.687 -1.823
H 4.516 0.778 -1.243
H 2.674 -1.987 0.505
H 1.695 -1.717 -0.972
H 2.016 -0.478 0.373
C 0.416 -0.817 5.394
O -0.651 -1.659 5.173
C -1.292 -1.501 3.882
C -2.611 -2.263 3.812
O -3.788 -1.589 4.325
C -3.840 -1.241 5.746
H 1.146 -0.987 4.602
H 0.956 -1.109 6.295
H 0.035 0.203 5.431
H -0.585 -1.772 3.097
H -1.466 -0.437 3.716
H -2.533 -3.160 4.426
H -2.891 -2.486 2.782
H -4.880 -0.958 5.911
H -3.217 -0.392 6.027
H -3.613 -1.976 6.518
C -2.816 2.910 4.197
O -3.253 3.035 2.912
C -4.060 1.829 2.570
C -5.069 2.282 1.439
O -4.408 2.542 0.237
C -5.268 2.935 -0.876
H -2.255 3.841 4.275
H -2.106 2.095 4.339
H -3.639 2.885 4.912
H -4.663 1.367 3.352
H -3.401 1.040 2.209
H -5.594 3.190 1.736
H -5.793 1.490 1.245
H -6.171 3.451 -0.549
H -5.794 2.054 -1.242
H -4.632 3.358 -1.654
```

Output
Net charge   0
Spin multiplicity   2
HOMO-LUMO gap (alpha / beta)   0.1423 / 0.3175 Eh
HOMO energy (alpha / beta)   -4.2 / -9.0 eV

=====

# C16H40F6Li4N4O23S6

A molecular structure, C16H40F6Li4N4O23S6 (ωB97M-V with the def2-TZVPD basis set, OMol25).

XYZ file:
```
99
Properties=species:S:1:pos:R:3
Li 0.490 1.352 2.078
Li 2.326 0.132 -2.435
Li 2.423 2.008 0.085
Li -0.262 -1.572 2.550
N -0.552 5.614 1.165
S -0.774 4.657 2.379
O -0.824 5.259 3.694
O -0.233 3.294 2.326
F -2.360 4.531 2.097
S 1.164 5.448 1.281
O 1.787 4.301 0.614
O 1.952 5.980 2.383
F 1.441 6.524 0.104
N 2.509 1.143 1.942
S 3.376 1.619 3.126
O 4.644 2.211 2.754
O 3.190 0.988 4.419
F 2.549 2.976 3.471
S 2.940 -0.500 2.082
O 1.834 -1.422 2.431
O 4.282 -0.902 2.476
F 3.001 -0.654 0.449
N -0.479 0.269 3.447
S -0.202 0.554 4.847
O -0.955 -0.211 5.858
O 0.444 1.784 5.249
F 1.079 -0.367 4.758
S -2.045 0.901 3.605
O -2.194 2.306 4.055
O -2.997 -0.164 3.976
F -2.282 1.033 1.987
N 0.099 0.068 -0.183
O 0.683 -0.267 -1.196
O -0.247 -0.679 0.752
O 0.063 1.275 0.130
C -3.042 3.155 -0.590
O -2.232 4.180 -1.178
C -1.365 3.694 -2.138
C -0.916 4.880 -3.033
O -0.089 5.702 -2.237
C 0.500 6.746 -2.949
H -2.395 2.383 -0.172
H -3.698 2.746 -1.358
H -3.565 3.422 0.328
H -1.849 3.071 -2.890
H -0.563 3.090 -1.713
H -1.812 5.413 -3.351
H -0.376 4.512 -3.905
H -0.182 7.471 -3.394
H 1.153 6.409 -3.753
H 1.255 7.251 -2.346
C -3.547 -5.267 -3.438
O -2.759 -4.523 -2.495
C -1.928 -3.590 -3.174
C -0.925 -2.770 -2.380
O 0.265 -3.541 -2.103
C 0.098 -4.183 -0.797
H -4.239 -5.857 -2.837
H -2.914 -5.757 -4.178
H -4.217 -4.619 -4.003
H -2.671 -2.806 -3.323
H -1.557 -3.960 -4.130
H -1.406 -2.446 -1.457
H -0.619 -1.828 -2.835
H 0.924 -4.857 -0.572
H -0.760 -4.840 -0.653
H 0.032 -3.560 0.096
C 0.319 0.409 -4.824
O 1.206 -0.378 -4.067
C 2.302 -0.967 -4.774
C 3.092 -1.895 -3.839
O 3.747 -1.235 -2.718
C 4.720 -2.145 -2.082
H 0.863 1.325 -5.053
H -0.619 0.678 -4.339
H 0.076 -0.055 -5.780
H 2.914 -0.179 -5.213
H 1.860 -1.556 -5.578
H 3.924 -2.257 -4.442
H 2.555 -2.819 -3.624
H 5.584 -2.229 -2.742
H 4.386 -3.159 -1.860
H 5.126 -1.622 -1.216
C -3.100 -2.310 1.335
O -2.084 -2.313 2.311
C -2.082 -3.578 3.066
C -1.343 -3.606 4.382
O 0.052 -3.369 4.155
C 0.800 -3.376 5.361
H -3.201 -1.255 1.077
H -4.065 -2.744 1.596
H -2.779 -2.850 0.445
H -1.556 -4.223 2.363
H -2.999 -4.167 3.066
H -1.484 -4.510 4.974
H -1.769 -2.820 5.005
H 0.950 -4.327 5.872
H 0.363 -2.769 6.153
H 1.773 -2.913 5.193
```

Output
ΔE to the lowest compared entry with this formula, charge and spin   148.4 kcal/mol
Net charge   0
Spin multiplicity   1
HOMO-LUMO gap   0.2594 Eh
HOMO energy   -9.2 eV